Entry from the OMol25 dataset: C19H23N6PSeTc as an isolated structure (ωB97M-V with the def2-TZVPD basis set).

Relative energy (zero: lowest compared OMol25 entry of this formula, charge and spin) in kJ/mol: 1.96
Highest occupied orbital energy (alpha / beta) in eV: -14.16 / -14.40
Kohn-Sham gap (alpha / beta) in eV: 6.90 / 7.21
Molecular weight in g mol⁻¹: 543.4
LUMO level (alpha / beta) in eV: -7.3 / -7.2
Calculated total energy in a.u.: -3889.44976

Structure (ORCA input):
```
! wB97M-V def2-TZVPD RIJCOSX def2/J DEFGRID3
* xyz 2 2
Tc -1.245 1.190 -0.939
Se -2.514 2.120 -2.473
P 0.653 -1.669 -0.426
N 0.379 -2.035 -3.218
N -1.621 -2.415 1.054
N -0.616 -0.226 -2.453
N 2.676 0.198 0.117
N -1.898 -0.516 -0.001
N 0.807 1.159 -0.512
C -0.797 -0.285 -3.806
C -0.184 -1.404 -4.287
C 0.242 3.463 1.850
C -1.312 1.655 2.101
C 1.377 -0.007 -0.179
C -1.020 -1.484 0.287
C 3.655 -0.815 0.503
C -2.127 2.214 1.094
C -3.086 -0.853 0.588
C 1.776 2.118 -0.433
C 0.104 -1.301 -2.122
C -2.919 -2.036 1.243
C 0.746 1.669 3.543
C -1.025 -3.649 1.560
C -0.520 4.009 0.842
C -1.703 3.374 0.438
C 1.141 -3.278 -3.268
C 2.945 1.524 -0.055
C -0.127 2.260 2.477
H -1.652 0.770 2.626
H 1.530 1.049 3.098
H 1.164 -3.623 -4.297
H -3.608 -2.632 1.814
H -3.138 1.857 0.954
H -0.023 -3.451 1.932
H 4.001 -1.357 -0.375
H -0.987 -4.398 0.771
H -1.640 -4.017 2.376
H 0.173 1.043 4.226
H 3.212 -1.506 1.215
H -1.344 0.461 -4.354
H -3.970 -0.247 0.493
H 1.136 3.973 2.187
H -0.238 4.948 0.384
H 1.239 2.448 4.122
H 1.585 3.150 -0.664
H 0.663 -4.037 -2.651
H 4.498 -0.316 0.972
H 3.927 1.931 0.109
H -2.367 3.877 -0.250
H -0.108 -1.794 -5.287
H 2.160 -3.110 -2.927
*
```


Entry from the OMol25 dataset: one molecule with the formula C19H23NO5S2 (ωB97M-V with the def2-TZVPD basis set).

Relative energy (zero: lowest compared OMol25 entry of this formula, charge and spin) in kJ/mol: 23.92
Highest occupied orbital energy in eV: -8.35
Kohn-Sham gap in eV: 8.47
Molecular weight in g mol⁻¹: 409.5
LUMO level in eV: 0.1
Calculated total energy in a.u.: -1965.12588
SMILES string: CCOc1ccc(CCNC(=O)c2cc3c(s2)CS(=O)(=O)C3)cc1OCC

Structure (ORCA input):
```
! wB97M-V def2-TZVPD RIJCOSX def2/J DEFGRID3
* xyz 0 1
S -0.550 0.792 1.630
S 0.581 2.601 5.273
O 1.725 -1.136 -0.478
O -4.124 -0.877 1.815
O 1.594 2.474 6.281
O 2.268 -0.604 -3.231
O 0.034 3.904 5.035
N -2.876 -0.289 0.016
C -0.058 -1.161 -3.714
C -3.126 -0.368 1.344
C -1.064 0.980 4.145
C -1.294 -1.599 -3.272
C 1.164 1.886 3.666
C 3.350 0.008 0.803
C -0.076 1.232 3.224
C 2.813 -0.235 -0.600
C -0.436 -1.725 -1.060
C 1.941 1.253 -4.794
C -1.498 -1.899 -1.936
C -3.625 -1.044 -0.958
C -2.216 0.418 3.562
C -2.848 -2.295 -1.411
C -2.099 0.248 2.209
C 1.010 -0.985 -2.842
C 2.495 -0.147 -4.548
C -0.783 1.391 5.538
C 0.805 -1.257 -1.475
H -1.623 1.873 6.028
H -4.565 -1.334 -0.485
H 2.380 1.954 -4.088
H 2.473 0.709 -1.043
H 1.516 2.675 3.007
H 1.972 1.200 3.913
H -0.543 -1.958 -0.011
H 2.187 1.571 -5.803
H 0.861 1.272 -4.670
H -0.375 0.598 6.160
H 3.669 -0.932 1.244
H -3.829 -0.402 -1.819
H 0.068 -0.966 -4.767
H -2.099 -1.715 -3.983
H 2.101 -0.860 -5.283
H -1.979 0.055 -0.293
H -3.426 -2.804 -2.182
H -2.736 -2.965 -0.557
H 3.585 -0.135 -4.638
H 4.195 0.689 0.764
H -3.104 0.137 4.098
H 3.592 -0.662 -1.240
H 2.570 0.438 1.426
*
```


Entry from the OMol25 dataset: one molecule with the formula C19H23NO7 in a non-equilibrium geometry (ωB97M-V with the def2-TZVPD basis set).

Relative energy (zero: lowest compared OMol25 entry of this formula, charge and spin) in kJ/mol: 0.00
Highest occupied orbital energy in eV: -8.51
Kohn-Sham gap in eV: 9.09
Molecular weight in g mol⁻¹: 377.4
LUMO level in eV: 0.6
Calculated total energy in a.u.: -1319.15621
SMILES string: COc1cc2c(c(OC)c1OC)C(=O)O[C@]21[C@H](O)[C@@H](O)C=C2CCN(C)[C@H]21

Structure (ORCA input):
```
! wB97M-V def2-TZVPD RIJCOSX def2/J DEFGRID3
* xyz 0 1
O 3.462 0.496 -1.274
O -4.674 0.326 -1.968
O 1.837 -1.564 -2.533
O 0.611 3.400 1.438
O 3.114 2.930 0.361
O -0.348 -1.434 -1.848
O -2.106 1.138 -2.480
N -0.772 -2.464 0.864
C 2.278 0.869 -0.707
C 3.821 3.488 -0.732
C -1.129 -0.629 -0.955
C 2.145 2.002 0.099
C 0.967 -1.060 -1.859
C -3.667 -0.046 -1.081
C -1.611 -3.573 1.336
C 0.365 -2.036 1.728
C 1.142 0.145 -1.036
C -2.921 -2.109 0.059
C -2.335 -0.116 -1.855
C -2.917 -3.476 0.635
C -0.257 1.542 0.322
C -1.615 -1.402 0.295
C 4.286 -0.240 -0.377
C -3.939 -1.400 -0.523
C -0.088 0.437 -0.502
C 1.241 3.374 2.743
C 0.864 2.323 0.637
H 0.761 2.577 3.342
H -1.380 1.021 -3.131
H -1.167 -4.546 1.064
H 0.896 -2.922 2.082
H 5.150 -0.612 -0.880
H 4.813 3.775 -0.319
H 2.262 3.136 2.638
H 3.315 4.405 -1.064
H 4.657 0.323 0.483
H -1.229 1.785 0.701
H 1.060 -1.417 1.189
H -4.349 1.128 -2.429
H 3.941 2.787 -1.540
H 1.192 4.307 3.283
H -2.478 -0.846 -2.674
H -1.849 -0.678 1.089
H -0.043 -1.514 2.587
H -3.732 -3.643 1.338
H -4.899 -1.861 -0.566
H 3.723 -1.059 0.009
H -3.635 0.688 -0.237
H -3.044 -4.205 -0.181
H -1.722 -3.550 2.430
*
```


Entry from the OMol25 dataset: C19H24AsBF6N8OPdS as an isolated structure in a non-equilibrium geometry (ωB97M-V with the def2-TZVPD basis set).

Relative energy (zero: lowest compared OMol25 entry of this formula, charge and spin) in kJ/mol: 115.66
Highest occupied orbital energy (alpha / beta) in eV: -16.64 / -17.38
Kohn-Sham gap (alpha / beta) in eV: 7.71 / 4.21
Molecular weight in g mol⁻¹: 718.7
LUMO level (alpha / beta) in eV: -8.9 / -13.2
Calculated total energy in a.u.: -4636.39596

Structure (ORCA input):
```
! wB97M-V def2-TZVPD RIJCOSX def2/J DEFGRID3
* xyz 3 6
Pd 0.759 1.976 -0.443
As -0.391 -4.683 -2.505
S -0.254 -2.979 -3.730
F 2.602 4.149 -1.862
F -1.422 4.152 -3.285
F 0.211 2.693 -3.098
F 2.040 6.269 -1.969
F 1.886 5.244 -0.072
F 0.543 4.656 -4.061
O -0.200 3.610 -0.785
N -1.511 -1.779 3.145
N -1.099 0.105 0.863
N 0.635 2.416 1.435
N 1.368 -0.333 1.194
N -0.955 1.019 -0.195
N -0.364 -1.002 3.088
N 0.480 1.391 2.421
N 1.757 0.422 0.113
C -0.618 5.891 -1.351
C -0.325 3.348 3.231
C -0.144 2.011 3.483
C -1.330 -2.641 4.174
C 0.289 3.559 1.982
C 0.184 4.605 -1.647
C -0.074 4.034 -3.052
C -0.425 -4.193 -0.579
C 0.490 -1.368 4.136
C 1.858 -1.618 0.991
C -1.733 -6.034 -2.930
C 2.664 -1.579 -0.112
C -1.973 0.883 -1.045
C 1.704 5.105 -1.411
C -2.794 -0.187 -0.642
C -0.063 -2.458 4.777
C -2.245 -0.584 0.602
C 1.474 -5.345 -2.555
C 2.535 -0.286 -0.673
B -0.028 -0.024 1.974
H 1.723 -5.385 -3.695
H 1.669 -2.426 1.699
H -0.362 6.628 -2.122
H -0.085 -5.025 0.043
H 1.355 -0.758 4.342
H -2.633 -1.186 1.442
H -2.047 1.614 -1.853
H -1.720 5.735 -1.419
H 0.561 4.540 1.520
H 3.185 -2.426 -0.588
H -0.764 4.107 3.864
H -1.383 -3.790 -0.223
H -0.282 6.276 -0.385
H -0.544 1.503 4.328
H 0.396 -2.946 5.593
H 2.094 -4.562 -2.154
H -2.647 -5.533 -3.233
H -2.059 -3.394 4.453
H 1.558 -6.257 -2.040
H -1.898 -6.596 -2.016
H 2.881 0.158 -1.607
H -3.550 -0.573 -1.303
H 0.358 -3.435 -0.581
H -1.335 -6.715 -3.673
*
```


Copy entry 1 word for word.
Entry from the OMol25 dataset: C19H23N6PSeTc as an isolated structure (ωB97M-V with the def2-TZVPD basis set).

Relative energy (zero: lowest compared OMol25 entry of this formula, charge and spin) in kJ/mol: 1.96
Highest occupied orbital energy (alpha / beta) in eV: -14.16 / -14.40
Kohn-Sham gap (alpha / beta) in eV: 6.90 / 7.21
Molecular weight in g mol⁻¹: 543.4
LUMO level (alpha / beta) in eV: -7.3 / -7.2
Calculated total energy in a.u.: -3889.44976

Structure (ORCA input):
```
! wB97M-V def2-TZVPD RIJCOSX def2/J DEFGRID3
* xyz 2 2
Tc -1.245 1.190 -0.939
Se -2.514 2.120 -2.473
P 0.653 -1.669 -0.426
N 0.379 -2.035 -3.218
N -1.621 -2.415 1.054
N -0.616 -0.226 -2.453
N 2.676 0.198 0.117
N -1.898 -0.516 -0.001
N 0.807 1.159 -0.512
C -0.797 -0.285 -3.806
C -0.184 -1.404 -4.287
C 0.242 3.463 1.850
C -1.312 1.655 2.101
C 1.377 -0.007 -0.179
C -1.020 -1.484 0.287
C 3.655 -0.815 0.503
C -2.127 2.214 1.094
C -3.086 -0.853 0.588
C 1.776 2.118 -0.433
C 0.104 -1.301 -2.122
C -2.919 -2.036 1.243
C 0.746 1.669 3.543
C -1.025 -3.649 1.560
C -0.520 4.009 0.842
C -1.703 3.374 0.438
C 1.141 -3.278 -3.268
C 2.945 1.524 -0.055
C -0.127 2.260 2.477
H -1.652 0.770 2.626
H 1.530 1.049 3.098
H 1.164 -3.623 -4.297
H -3.608 -2.632 1.814
H -3.138 1.857 0.954
H -0.023 -3.451 1.932
H 4.001 -1.357 -0.375
H -0.987 -4.398 0.771
H -1.640 -4.017 2.376
H 0.173 1.043 4.226
H 3.212 -1.506 1.215
H -1.344 0.461 -4.354
H -3.970 -0.247 0.493
H 1.136 3.973 2.187
H -0.238 4.948 0.384
H 1.239 2.448 4.122
H 1.585 3.150 -0.664
H 0.663 -4.037 -2.651
H 4.498 -0.316 0.972
H 3.927 1.931 0.109
H -2.367 3.877 -0.250
H -0.108 -1.794 -5.287
H 2.160 -3.110 -2.927
*
```